[1]
{"formula": "C3H7N3O2", "method": "ωB97M-V/def2-TZVPD", "species": ["C", "H", "N", "H", "C", "O", "H", "O", "H", "H", "N", "N", "C", "H", "H"], "xyz": [[0.78, -0.52, 0.37], [-1.96, 2.08, -1.58], [1.37, -0.74, 1.56], [0.83, 0.85, 1.99], [0.32, -1.82, -0.43], [1.70, 0.30, 2.29], [-0.22, -1.49, -1.43], [0.73, -2.98, -0.11], [-1.58, 1.47, 0.46], [-2.05, 0.06, -1.08], [-0.15, 0.84, -1.29], [0.43, 0.71, -0.08], [-1.45, 1.14, -0.88], [0.22, 1.61, -1.79], [1.01, -1.50, 2.03]], "mulliken_charge": [0.642, 0.287, -0.152, 0.371, 0.101, -0.401, 0.310, -0.498, 0.177, 0.179, -0.328, -0.581, -0.623, 0.276, 0.240], "homo_energy_ha": -0.3268, "largest_force_ev_per_a": 7.6, "gap_ev": 8.5, "e_tot_ha": -433.0109}

[2]
{"formula": "C4H4N2O3", "method": "ωB97M-V/def2-TZVPD", "species": ["C", "H", "C", "O", "H", "N", "C", "N", "O", "H", "O", "H", "C"], "xyz": [[0.69, 0.93, -0.12], [-2.34, 1.62, -0.05], [-1.65, 0.41, -0.38], [-2.01, -0.50, -1.34], [-0.09, 0.51, 2.59], [1.50, -1.31, -0.64], [-0.22, -0.20, 0.46], [1.68, 0.08, -0.83], [0.47, 2.19, -0.19], [2.34, 0.58, -1.33], [-0.24, -0.41, 2.00], [-0.48, -2.45, -0.10], [0.34, -1.45, -0.07]], "mulliken_charge": [0.068, 0.292, -0.016, -0.468, 0.369, -0.511, 1.068, 0.041, -0.595, 0.226, -0.556, 0.273, -0.191], "homo_energy_ha": -0.3658, "largest_force_ev_per_a": 9.3, "gap_ev": 9.1, "e_tot_ha": -489.8167}

[3]
{"formula": "C2H3N3O", "method": "ωB97M-V/def2-TZVPD", "species": ["N", "H", "C", "C", "N", "H", "H", "O", "N"], "xyz": [[0.48, -0.87, -1.22], [-0.42, 1.81, 1.68], [0.02, 0.37, 0.55], [-0.78, -0.96, -0.83], [0.98, 0.00, -0.32], [-1.48, -1.59, -1.35], [1.96, 0.22, -0.28], [0.33, 1.22, 1.54], [-1.12, -0.21, 0.26]], "mulliken_charge": [-0.646, 0.353, 0.527, -0.040, 0.217, 0.408, 0.236, -0.494, -0.562], "homo_energy_ha": -0.3558, "smiles": "Oc1ncn[nH]1", "largest_force_ev_per_a": 0.3, "gap_ev": 10.3, "e_tot_ha": -317.5195}

[4]
{"formula": "C55H49BClGeN5O2PSSn", "method": "ωB97M-V/def2-TZVPD", "species": ["H", "H", "H", "H", "H", "C", "H", "H", "C", "H", "H", "H", "C", "C", "C", "O", "C", "C", "C", "H", "C", "H", "C", "C", "H", "H", "H", "N", "C", "C", "H", "H", "H", "H", "Sn", "C", "C", "C", "C", "H", "H", "C", "N", "C", "S", "H", "C", "C", "H", "H", "H", "C", "C", "H", "C", "H", "P", "C", "H", "C", "Cl", "C", "C", "C", "C", "B", "C", "H", "N", "H", "H", "C", "C", "C", "H", "H", "C", "O", "H", "H", "C", "H", "C", "C", "H", "C", "C", "C", "C", "H", "H", "C", "C", "C", "C", "H", "H", "C", "N", "H", "C", "C", "C", "C", "H", "H", "H", "C", "C", "Ge", "H", "N", "H", "C", "H", "C", "H"], "xyz": [[3.13, 3.23, 6.40], [-6.37, 2.09, -1.76], [6.36, 0.73, 0.87], [5.19, -6.90, -2.15], [-8.33, 0.87, 4.02], [3.80, -5.25, -2.15], [-2.09, 0.56, 0.33], [4.37, -2.80, -4.43], [4.28, -6.50, -1.71], [0.60, 1.28, 2.01], [0.74, 2.07, -3.35], [4.71, 3.86, 4.60], [4.11, 2.97, 4.50], [-5.26, 2.67, 2.57], [-2.57, -0.46, 2.18], [-3.89, -2.26, 1.42], [-7.47, 1.38, 3.61], [0.94, 1.61, 1.03], [2.18, -1.53, -3.45], [-2.39, -1.18, -5.25], [1.43, 3.00, -0.80], [-1.95, -2.48, -2.87], [-5.43, 3.85, -2.52], [5.23, -1.76, 2.86], [-2.43, 5.04, -1.52], [4.91, 2.45, 2.59], [4.31, -2.18, 3.23], [0.44, 1.08, -0.04], [-5.71, 1.50, 1.95], [3.78, 1.23, 0.36], [-7.19, -0.04, 2.04], [-1.23, 1.27, -4.84], [4.68, -0.30, -0.76], [5.32, -4.96, -3.65], [0.02, -2.28, -0.31], [-6.27, -2.57, -2.46], [1.73, 2.85, 0.72], [2.49, 1.45, 5.42], [-6.82, 0.87, 2.49], [1.83, 1.14, 6.22], [-3.29, -0.38, 3.00], [-3.30, 4.40, -1.56], [-0.98, -0.71, -2.32], [3.23, 2.61, 5.52], [0.51, -4.82, 0.28], [0.80, 3.83, -1.16], [-5.44, -0.52, -0.75], [-4.96, -0.59, -2.05], [-7.46, -3.24, -0.80], [-7.51, 2.94, 5.08], [1.54, 3.69, 1.37], [3.91, -3.36, -3.62], [2.45, -6.62, -0.17], [3.94, 3.27, 0.94], [3.60, -7.17, -0.74], [6.46, -3.19, 3.87], [3.49, 0.01, 1.69], [3.43, 1.04, 3.21], [2.82, -1.05, -4.19], [-4.32, 4.69, -2.46], [1.67, -0.80, 4.17], [4.43, -4.54, -3.20], [7.63, -1.81, 2.71], [-6.77, -2.49, -1.16], [-5.37, -1.61, -2.90], [-0.03, 1.77, -2.47], [2.63, -4.67, -1.58], [-1.55, -0.40, 2.57], [-0.76, 0.47, -2.94], [-0.89, 2.63, -2.33], [-2.57, 3.07, -0.06], [2.59, 0.67, 4.27], [-1.88, -0.82, -4.37], [-1.29, 0.42, -4.18], [-6.70, -1.47, 0.71], [-6.57, -3.38, -3.11], [7.59, -0.71, 1.86], [-1.69, -2.40, 1.08], [-4.25, 5.55, -3.11], [8.51, -0.30, 1.46], [6.38, -0.13, 1.53], [3.61, 3.07, -3.16], [-5.90, 3.19, 3.68], [-4.50, 2.44, -0.79], [4.89, 0.99, -2.85], [-1.66, -1.48, -3.17], [5.19, -0.65, 2.02], [-5.51, 2.75, -1.70], [2.95, 3.20, -1.05], [2.05, -0.85, -2.61], [-2.59, 1.62, 1.65], [6.45, -2.33, 3.21], [1.95, -5.38, -0.54], [3.66, 2.57, -2.20], [-7.01, 2.54, 4.21], [-4.40, 3.19, 2.16], [3.11, 4.28, -1.07], [-2.76, -1.82, 1.52], [0.78, 1.74, -1.15], [-4.98, -1.66, -3.91], [3.25, 2.65, 0.37], [2.76, -2.84, -2.99], [-3.39, 3.29, -0.74], [4.21, 2.19, 3.37], [-6.22, 4.07, -3.23], [8.58, -2.26, 2.98], [1.20, -1.69, -3.90], [4.30, 0.72, -0.77], [4.34, 1.44, -2.04], [-4.63, 0.86, 0.41], [3.95, -8.14, -0.40], [2.16, -3.47, -2.00], [-4.26, 0.15, -2.41], [-6.35, -1.48, -0.31], [1.91, -7.16, 0.60], [-2.80, 0.66, 1.16], [-5.53, 4.10, 4.15]], "mulliken_charge": [0.366, 0.379, 0.309, 0.338, 0.386, 1.367, -0.092, 0.391, -0.833, 0.432, -0.228, 0.407, -0.943, -0.414, -0.550, -0.618, -0.744, -2.053, -0.376, 0.497, -1.157, 0.448, -0.668, -0.546, 0.363, 0.471, 0.347, 0.380, 0.470, 0.261, 0.159, 0.470, 0.582, 0.382, 1.643, -0.566, 0.889, -0.519, -0.133, 0.451, 0.396, -0.539, 0.471, -0.527, -0.652, 0.387, 0.425, -0.450, 0.371, 0.357, 0.459, -0.735, -0.642, 0.730, -0.560, 0.402, 0.360, -0.019, 0.326, -0.556, -0.143, -0.853, -0.464, -0.822, -0.633, -0.297, -0.722, 0.062, 0.730, -0.242, 0.083, 0.432, -1.050, -0.753, 0.213, 0.373, -0.690, -1.006, 0.371, 0.385, -0.170, 0.367, -0.741, -0.274, 0.427, -0.701, 0.804, -0.340, -0.184, -0.317, 0.423, -0.610, 0.748, -0.922, -0.380, 0.252, 0.490, 0.157, 0.645, 0.379, -0.892, 0.485, 0.068, -0.277, 0.388, 0.369, 0.118, -0.232, -0.924, 2.126, 0.349, 0.132, 0.344, -0.372, 0.424, -0.264, 0.378], "homo_energy_ha": -0.1704, "largest_force_ev_per_a": 1.2, "gap_ev": 6.6, "e_tot_ha": -6065.4142, "total_charge": -1}

[5]
{"formula": "C17H9BrCl5IOs", "method": "ωB97M-V/def2-TZVPD", "species": ["Cl", "C", "Cl", "C", "Cl", "H", "H", "C", "C", "C", "H", "H", "Cl", "I", "C", "H", "Os", "C", "H", "C", "C", "C", "C", "C", "C", "Cl", "H", "H", "C", "C", "Br", "H", "C", "C"], "xyz": [[-2.37, -4.03, -1.27], [3.00, 1.27, -1.13], [-1.06, -0.04, 3.24], [-2.13, -3.42, 1.34], [-2.52, -5.03, 1.65], [0.04, 2.41, -1.58], [-1.43, 3.51, 2.38], [2.50, 0.36, -0.20], [-1.87, 1.89, -0.53], [-1.56, -1.27, 2.10], [-2.39, 1.30, -1.27], [3.14, 2.31, -0.87], [-1.85, -3.09, 4.04], [1.99, 1.10, 1.69], [2.35, -0.99, -0.50], [3.47, -0.88, -3.69], [-0.59, 1.03, 1.01], [2.71, -1.43, -1.77], [-3.30, 1.96, 1.21], [-1.85, -2.56, 2.42], [3.34, 0.82, -2.39], [-1.47, -0.75, 0.81], [-0.58, 2.48, -0.70], [-2.07, -2.95, 0.01], [-1.75, -1.61, -0.26], [-1.62, -1.09, -1.88], [3.74, 1.51, -3.12], [0.58, 3.84, 0.63], [-2.35, 2.24, 0.77], [3.19, -0.53, -2.71], [1.77, -2.27, 0.75], [2.61, -2.47, -2.02], [-0.31, 3.27, 0.46], [-1.36, 3.08, 1.39]], "mulliken_charge": [-0.114, -0.568, -0.113, 0.700, -0.081, 0.501, 0.504, 0.368, -1.003, 1.298, 0.776, 0.497, -0.127, 0.139, 0.250, 0.437, 0.893, -0.433, 0.511, -0.414, -0.579, -1.251, -0.202, -0.156, 0.753, -0.118, 0.441, 0.552, -0.254, -0.606, -0.031, 0.473, -0.705, -0.337], "homo_energy_ha": [-0.5629, -0.5629], "largest_force_ev_per_a": 0.2, "gap_ev": [5.8, 5.8], "e_tot_ha": -5915.8872, "total_charge": 2}

[6]
{"formula": "C24H49BNO10PtS5", "method": "ωB97M-V/def2-TZVPD", "species": ["H", "C", "H", "O", "H", "H", "C", "S", "H", "H", "C", "C", "H", "H", "H", "H", "O", "H", "C", "N", "H", "H", "S", "C", "H", "B", "H", "C", "H", "S", "H", "H", "H", "O", "H", "O", "S", "C", "H", "O", "S", "O", "C", "H", "H", "C", "H", "H", "O", "H", "O", "H", "H", "H", "H", "H", "H", "C", "H", "H", "H", "H", "H", "C", "C", "H", "H", "O", "C", "H", "H", "O", "Pt", "H", "C", "C", "H", "H", "C", "H", "C", "C", "H", "C", "C", "C", "C", "C", "H", "H", "H"], "xyz": [[8.27, -2.38, 5.03], [-5.32, -6.91, 0.32], [-4.53, 2.05, -1.30], [-5.56, -3.63, 1.31], [-5.55, -6.89, -1.91], [-2.21, 4.42, 5.87], [0.36, 7.51, -3.79], [-4.53, -4.43, 0.57], [7.37, -4.68, 3.33], [-5.54, 2.83, -2.61], [-4.64, 4.11, -1.18], [8.40, -2.89, 4.08], [-4.56, -4.34, -1.67], [0.64, 0.25, -0.61], [-6.25, -4.57, -0.86], [-0.18, 0.61, 0.78], [0.55, -3.60, -4.68], [-2.36, 1.93, 6.59], [2.34, -1.63, -4.75], [1.07, 5.36, -3.56], [7.58, -0.66, 1.48], [0.33, 5.06, 5.23], [-6.12, 5.17, -0.61], [3.43, -3.32, -6.30], [-4.21, 4.49, -2.11], [0.71, 0.90, 0.24], [1.10, 4.53, -2.99], [-5.27, 2.81, -1.56], [2.91, -1.11, -3.98], [-0.06, 1.45, 5.86], [-2.25, 2.14, 4.92], [-3.94, 3.96, -0.36], [1.62, 0.80, 0.81], [6.85, -3.42, 0.84], [6.41, -3.37, 4.32], [-0.17, 0.46, 4.77], [6.50, -2.77, 2.10], [1.09, 6.62, -2.97], [-8.00, 4.13, 0.08], [2.05, -3.36, -2.63], [1.85, -3.31, -4.09], [-3.19, -3.94, 0.33], [1.01, 2.96, 5.46], [-0.21, 3.96, 4.07], [-4.82, -7.88, 0.33], [-5.00, -6.39, -1.10], [2.77, -1.39, -6.80], [-7.13, 1.80, -1.14], [-5.81, 5.43, 0.80], [9.13, -3.69, 4.15], [0.37, 1.11, 7.20], [1.52, 3.20, 6.39], [-3.97, -6.50, -1.44], [4.42, -3.38, -6.76], [0.54, 1.92, -0.07], [-6.38, -6.90, 0.55], [2.64, -3.61, -6.99], [-4.46, -6.08, 1.24], [1.75, 2.77, 4.68], [-6.35, 2.22, 0.32], [3.08, -5.21, -5.24], [4.21, -4.07, -4.42], [1.16, 6.61, -1.90], [3.31, -4.16, -5.03], [-7.37, 3.87, -0.78], [0.13, 8.54, -3.61], [-0.97, 3.95, 6.95], [5.12, -2.35, 2.36], [8.84, -1.85, 3.03], [1.44, -1.04, -4.92], [-7.86, 4.06, -1.73], [-6.31, 6.27, -1.55], [0.56, -2.16, 1.57], [0.98, 4.72, -5.58], [7.14, -3.64, 3.55], [0.01, 4.02, 5.14], [0.14, 7.25, -6.06], [9.50, -2.29, 2.28], [-1.34, 3.77, 5.94], [7.09, -0.72, 3.11], [7.62, -1.31, 2.36], [3.26, -1.87, -5.96], [-3.41, -6.37, 1.25], [-1.72, 2.39, 5.84], [-5.21, -4.88, -0.99], [-6.54, 2.59, -0.69], [0.81, 5.52, -4.88], [0.45, 6.89, -5.09], [-4.74, -6.07, 2.29], [4.19, -1.32, -5.92], [9.45, -1.06, 3.48]], "mulliken_charge": [0.345, -0.525, 0.315, -0.678, 0.360, 0.362, -0.366, 1.143, 0.448, 0.331, -0.628, -0.651, 0.419, -0.254, 0.357, -0.229, -0.610, 0.390, -0.610, -0.010, 0.461, 0.377, 1.058, -0.481, 0.296, 0.285, 0.266, -0.653, 0.303, 0.999, 0.342, 0.416, -0.257, -0.632, 0.294, -0.581, 1.028, -0.227, 0.401, -0.590, 0.972, -0.658, -0.632, 0.301, 0.279, -0.626, 0.234, 0.337, -0.632, 0.240, -0.623, 0.333, 0.303, 0.288, -0.274, 0.318, 0.325, -0.703, 0.397, 0.317, 0.409, 0.362, 0.406, -0.758, -0.660, 0.399, 0.266, -0.626, -0.549, 0.388, 0.337, -0.649, 0.750, 0.411, -0.575, -0.695, 0.396, 0.310, -0.562, 0.313, -0.758, -0.615, 0.377, -0.683, -0.746, -0.585, -0.125, -0.153, 0.383, 0.376, 0.350], "homo_energy_ha": [-0.3822, -0.3795], "largest_force_ev_per_a": 5.2, "s2": 2.026, "gap_ev": [6.0, 2.8], "e_tot_ha": -3885.3229, "total_charge": 1, "spin_multiplicity": 3}